[1]
Formula: C3H7N
Source: OMol25
Level of theory: ωB97M-V/def2-TZVPD

Summary:
Gap between HOMO and LUMO ... 11.30 eV
Strongest force on any atom ... 0.02842 hartree/bohr
ΔE to the lowest compared entry with this formula, charge and spin ... 172.2 kJ/mol
E_tot ... -4712.373 eV
Highest occupied orbital energy ... -10.072 eV
SMILES string ... C=C.C=N
2S+1 ... 1

Last column: Löwdin charge in e.
Element x y z (Å)
C  3.0466  -1.5388  -1.6062  -0.08
C  3.1806  -1.6159  -2.9210  -0.09
H  3.4383  -0.6955  -1.0573  0.04
H  2.6981  -2.3866  -1.0321  0.04
H  3.8795  -0.9469  -3.3924  0.04
H  2.8541  -2.4423  -3.5381  0.04
C  -3.5704  1.6647  2.9250  -0.14
N  -4.5864  1.8968  2.1984  0.00
H  -3.4284  0.6843  3.3655  0.05
H  -2.8389  2.4739  2.9882  0.06
H  -4.6732  2.9065  2.0701  0.03

Cartesian forces, eV/Å:
0.226 -0.532 -0.100
0.831 -0.219 0.149
0.127 0.011 0.069
-0.635 0.220 0.085
-0.407 0.653 -0.433
-0.142 -0.133 0.231
-0.341 0.862 -1.130
-0.607 -0.262 1.138
0.339 -0.093 -0.181
0.295 -0.359 0.933
0.313 -0.148 -0.760

[2]
Formula: C3H7N
Source: OMol25
Level of theory: ωB97M-V/def2-TZVPD

Summary:
Gap between HOMO and LUMO ... 10.47 eV
Strongest force on any atom ... 0.01762 hartree/bohr
ΔE to the lowest compared entry with this formula, charge and spin ... 45.6 kJ/mol
E_tot ... -4713.685 eV
Highest occupied orbital energy ... -9.223 eV
SMILES string ... C=CCN
2S+1 ... 1

Last column: Löwdin charge in e.
Element x y z (Å)
C  -1.6907  0.6223  0.4384  0.00
C  -0.4029  0.3429  0.6227  -0.19
C  0.5674  0.1177  -0.4931  -0.31
N  1.1786  -1.2132  -0.3972  -0.02
H  -2.3623  0.7828  1.2696  0.05
H  -2.0967  0.6948  -0.5620  0.05
H  -0.0356  0.3150  1.6412  0.09
H  1.3151  0.9193  -0.4323  0.11
H  0.0450  0.1545  -1.4370  0.10
H  1.8480  -1.3535  -1.1397  0.06
H  1.6341  -1.3827  0.4893  0.06

Cartesian forces, eV/Å:
0.484 -0.123 -0.006
-0.796 0.184 -0.124
0.428 -0.291 0.744
-0.257 -0.129 -0.105
-0.025 0.059 0.015
-0.112 -0.034 -0.033
0.234 -0.141 0.066
-0.008 0.087 -0.277
-0.116 0.244 -0.319
0.118 -0.014 0.039
0.050 0.158 0.000

[3]
Formula: C3H7N
Source: OMol25
Level of theory: ωB97M-V/def2-TZVPD

Summary:
Gap between HOMO and LUMO (alpha / beta) ... 7.85 / 7.82 eV
Strongest force on any atom ... 0.01054 hartree/bohr
ΔE to the lowest compared entry with this formula, charge and spin ... 241.0 kJ/mol
E_tot ... -4711.659 eV
Highest occupied orbital energy (alpha / beta) ... -6.863 / -6.848 eV
2S+1 ... 1

Last column: Löwdin charge in e.
Element x y z (Å)
C  1.2909  0.1585  0.2282  -0.04
N  -0.1623  0.0377  -0.0589  -0.36
C  -1.0783  0.4200  0.8656  -0.04
C  -0.5649  -0.5736  -1.1854  -0.04
H  1.6302  -0.7741  0.6966  0.09
H  1.4674  0.9804  0.9312  0.09
H  1.8640  0.3268  -0.6928  0.09
H  -1.9702  -0.1974  0.8918  0.05
H  -0.9936  1.3415  1.4396  0.05
H  0.0197  -1.3923  -1.6011  0.06
H  -1.5648  -0.3340  -1.5400  0.06

Cartesian forces, eV/Å:
-0.103 -0.071 -0.018
-0.192 0.003 0.131
0.257 -0.226 -0.313
0.068 0.058 0.247
-0.126 0.232 -0.073
-0.229 -0.182 -0.174
-0.352 -0.016 0.194
0.014 0.499 -0.098
0.347 -0.393 -0.138
0.038 0.418 0.002
0.278 -0.323 0.239

[4]
Formula: C3H7N
Source: OMol25
Level of theory: ωB97M-V/def2-TZVPD

Summary:
Gap between HOMO and LUMO ... 11.04 eV
Strongest force on any atom ... 0.07494 hartree/bohr
ΔE to the lowest compared entry with this formula, charge and spin ... 159.9 kJ/mol
E_tot ... -4712.500 eV
Highest occupied orbital energy ... -9.868 eV
SMILES string ... C[C@H]1CN1
2S+1 ... 1

Last column: Löwdin charge in e.
Element x y z (Å)
C  0.3777  -0.3221  -1.2110  -0.08
C  0.6063  0.0867  0.2056  -0.38
C  -0.4428  0.7693  0.9973  -0.20
N  -0.2490  -0.6735  1.2361  -0.01
H  -0.7978  -0.6869  -1.1403  0.12
H  0.5092  0.5191  -1.9385  0.08
H  0.9718  -1.2073  -1.6280  0.09
H  1.5543  0.0604  0.6514  0.10
H  -1.2376  1.0992  0.3676  0.09
H  -0.2787  1.3903  1.9174  0.11
H  -1.0133  -1.0351  0.5424  0.09

Cartesian forces, eV/Å:
-2.192 -0.911 -0.991
-0.583 -1.212 1.829
0.846 0.675 1.041
-2.200 -0.043 -3.163
2.778 1.016 -1.073
-0.360 -0.671 0.567
-0.707 1.181 1.043
1.556 0.396 -0.089
-0.908 0.126 -0.017
0.222 -0.413 -1.297
1.547 -0.144 2.151

[5]
Formula: C3H7N
Source: OMol25
Level of theory: ωB97M-V/def2-TZVPD

Summary:
Gap between HOMO and LUMO ... 10.14 eV
Strongest force on any atom ... 0.21270 hartree/bohr
ΔE to the lowest compared entry with this formula, charge and spin ... 274.5 kJ/mol
E_tot ... -4711.312 eV
Highest occupied orbital energy ... -8.882 eV
SMILES string ... NC1CC1
2S+1 ... 1

Last column: Löwdin charge in e.
Element x y z (Å)
N  -0.6973  1.2044  0.1544  -0.01
C  -0.0414  0.2083  0.6246  -0.49
C  1.1274  -0.1482  -0.2686  -0.14
C  -0.0509  -1.0408  -0.2666  -0.17
H  -1.8136  1.0282  -0.0149  0.17
H  -0.7505  2.1212  0.5133  0.07
H  0.0451  -0.0142  1.8078  0.18
H  1.1390  0.3444  -1.2644  0.11
H  2.1142  -0.5545  -0.2206  0.08
H  -0.4791  -2.0459  0.1227  0.12
H  -0.5928  -1.1030  -1.1878  0.07

Cartesian forces, eV/Å:
-9.188 4.718 -3.599
3.966 -5.640 3.363
1.234 -1.192 -1.862
-2.601 -2.106 0.859
3.546 0.119 0.500
1.054 0.906 0.931
-0.046 0.322 -2.682
-0.384 0.316 1.024
0.656 -0.101 1.566
2.305 1.374 0.502
-0.544 1.284 -0.602

[6]
Formula: C3H7N
Source: OMol25
Level of theory: ωB97M-V/def2-TZVPD

Summary:
Gap between HOMO and LUMO ... 9.16 eV
Strongest force on any atom ... 0.10590 hartree/bohr
ΔE to the lowest compared entry with this formula, charge and spin ... 57.5 kJ/mol
E_tot ... -4713.561 eV
Highest occupied orbital energy ... -8.090 eV
SMILES string ... C=C(C)N
2S+1 ... 1

Last column: Löwdin charge in e.
Element x y z (Å)
C  -0.8529  -1.2009  0.1833  0.04
C  0.0343  -0.1608  0.1001  -0.42
C  1.2025  0.0154  -0.7106  -0.09
N  -0.4498  1.1405  0.5837  0.05
H  -1.7683  -1.0844  0.6299  0.02
H  -0.6029  -2.1613  -0.1309  0.03
H  1.5205  -0.9418  -1.1129  0.08
H  2.1265  0.3815  -0.2773  0.08
H  0.9245  0.6159  -1.5864  0.10
H  0.0711  1.9206  0.2917  0.04
H  -1.4262  1.3635  0.6634  0.07

Cartesian forces, eV/Å:
3.547 1.941 -0.539
-5.027 1.557 1.401
1.855 -1.217 -1.751
0.591 -1.970 0.261
-1.990 0.419 1.133
0.510 -1.388 -0.658
-0.080 -0.316 -0.175
-0.206 0.585 0.530
0.213 0.112 0.248
0.692 0.821 -0.412
-0.107 -0.544 -0.038

[7]
Formula: C3H7N
Source: OMol25
Level of theory: ωB97M-V/def2-TZVPD

Summary:
Gap between HOMO and LUMO ... 8.98 eV
Strongest force on any atom ... 0.07406 hartree/bohr
ΔE to the lowest compared entry with this formula, charge and spin ... 323.9 kJ/mol
E_tot ... -4710.800 eV
Highest occupied orbital energy ... -8.136 eV
2S+1 ... 1

Last column: Löwdin charge in e.
Element x y z (Å)
C  0.6923  -0.2416  -0.1640  -0.21
C  0.9665  1.1962  0.1546  -0.09
C  -1.6428  -0.5061  0.0323  -0.02
N  1.5052  -1.1480  -0.4131  0.12
H  2.0024  1.2862  0.3999  0.06
H  0.7295  1.8685  -0.5754  0.04
H  0.4507  1.5253  1.1045  0.10
H  -2.2075  -0.2257  0.9974  0.02
H  -1.9277  -1.5532  0.0745  -0.04
H  -1.9389  -0.1101  -0.9318  -0.03
H  1.3703  -2.0915  -0.6790  0.05

Cartesian forces, eV/Å:
-2.267 -1.487 0.365
-0.015 -1.608 3.452
1.259 -0.558 1.189
-0.167 2.679 0.302
0.972 0.041 -0.146
-0.860 1.494 -2.200
0.132 -0.612 -1.127
1.344 0.907 -1.560
0.784 -0.582 -0.613
-0.256 0.494 0.301
-0.926 -0.767 0.035

[8]
Formula: C3H7N
Source: OMol25
Level of theory: ωB97M-V/def2-TZVPD

Summary:
Gap between HOMO and LUMO ... 9.34 eV
Strongest force on any atom ... 0.02733 hartree/bohr
ΔE to the lowest compared entry with this formula, charge and spin ... 44.7 kJ/mol
E_tot ... -4713.694 eV
Highest occupied orbital energy ... -8.046 eV
SMILES string ... C/C=C/N
2S+1 ... 1

Last column: Löwdin charge in e.
Element x y z (Å)
C  1.5010  0.7411  0.3106  -0.12
C  0.0660  0.3140  0.5647  -0.17
C  -0.4835  -0.3504  -0.4562  -0.25
N  -1.8337  -0.7521  -0.5701  0.02
H  1.8739  1.5700  0.8510  0.04
H  2.2155  -0.0357  0.5697  0.07
H  1.4913  1.0279  -0.7390  0.07
H  -0.4739  0.3169  1.5151  0.09
H  0.0438  -0.5620  -1.3829  0.11
H  -2.0604  -1.6640  -0.9548  0.08
H  -2.3399  -0.6056  0.2921  0.07

Cartesian forces, eV/Å:
-0.693 -0.388 0.048
0.251 -0.919 -0.578
-1.214 -0.331 -0.316
-0.003 0.117 0.626
-0.120 1.201 0.721
0.072 -0.366 -0.422
0.732 -0.220 -0.028
0.362 0.451 -0.165
0.267 0.249 0.140
0.476 0.266 0.009
-0.130 -0.060 -0.036

[9]
Formula: C3H7N2
Source: OMol25
Level of theory: ωB97M-V/def2-TZVPD

Summary:
Gap between HOMO and LUMO ... 11.43 eV
Strongest force on any atom ... 0.02118 hartree/bohr
Net charge ... +1
ΔE to the lowest compared entry with this formula, charge and spin ... 0.0 kJ/mol
E_tot ... -6197.511 eV
Highest occupied orbital energy ... -14.914 eV
2S+1 ... 1

Last column: Löwdin charge in e.
Element x y z (Å)
H  -1.8325  1.7823  0.2536  0.03
H  -1.3691  2.1623  -0.2251  0.03
C  0.4159  -0.4162  1.1747  -0.03
C  1.2459  0.2636  0.3233  -0.03
C  -0.2915  -0.7755  -0.9033  -0.06
N  -0.5171  -1.0434  0.3865  0.10
N  0.7814  0.0203  -0.9457  0.10
H  0.4186  -0.4996  2.2615  0.15
H  2.1155  0.8904  0.5207  0.15
H  -0.8696  -1.1356  -1.7543  0.17
H  -1.2908  -1.6417  0.7283  0.20
H  1.1933  0.3931  -1.8202  0.20

Cartesian forces, eV/Å:
0.499 0.405 -0.515
-0.496 -0.411 0.513
0.512 0.384 0.051
-0.056 -0.082 0.634
0.127 0.110 0.211
-0.826 -0.619 -0.173
0.022 0.077 -1.043
0.002 0.044 -0.542
-0.434 -0.313 -0.095
0.265 0.168 0.392
0.815 0.629 -0.355
-0.430 -0.391 0.921

[10]
Formula: C3H7N2
Source: OMol25
Level of theory: ωB97M-V/def2-TZVPD

Summary:
Gap between HOMO and LUMO ... 12.14 eV
Strongest force on any atom ... 0.03005 hartree/bohr
Net charge ... +1
ΔE to the lowest compared entry with this formula, charge and spin ... 9.5 kJ/mol
E_tot ... -6197.413 eV
Highest occupied orbital energy ... -16.518 eV
2S+1 ... 1

Last column: Löwdin charge in e.
Element x y z (Å)
C  -0.8015  -1.1957  0.6858  -0.16
C  1.6017  2.0859  -1.3153  0.11
C  -1.1011  -2.3682  1.4198  -0.02
N  0.3916  1.8752  -1.0457  0.14
N  -0.5529  -0.2358  0.1092  0.19
H  2.3466  1.3254  -1.1027  0.12
H  0.0012  0.9407  -0.5673  0.03
H  1.9475  3.0140  -1.7657  0.12
H  -0.4066  -3.1631  1.1348  0.11
H  -2.1193  -2.6970  1.2085  0.11
H  -0.9956  -2.1680  2.4877  0.11
H  -0.3116  2.5866  -1.2492  0.15

Cartesian forces, eV/Å:
0.290 1.327 -0.736
0.723 0.165 -0.208
-0.187 -1.137 0.609
-0.842 -0.194 0.208
-0.173 -0.833 0.412
-0.129 -0.064 0.070
0.355 0.736 -0.389
-0.209 -0.048 0.042
-0.087 0.068 0.054
0.033 0.032 0.027
-0.036 -0.035 -0.062
0.262 -0.017 -0.026

[11]
Formula: C3H7N2
Source: OMol25
Level of theory: ωB97M-V/def2-TZVPD

Summary:
Gap between HOMO and LUMO ... 11.87 eV
Strongest force on any atom ... 0.01875 hartree/bohr
Net charge ... +1
ΔE to the lowest compared entry with this formula, charge and spin ... 45.7 kJ/mol
E_tot ... -6197.038 eV
Highest occupied orbital energy ... -15.364 eV
SMILES string ... [NH2+]=CN1CC1
2S+1 ... 1

Last column: Löwdin charge in e.
Element x y z (Å)
N  1.2978  -0.1457  -1.6054  0.20
C  0.8384  -0.6819  -0.4948  -0.09
N  -0.0729  -0.1542  0.2386  -0.05
C  -0.8817  -0.2297  1.3995  -0.02
C  -0.9760  0.9214  0.4531  -0.02
H  2.0155  -0.6043  -2.1447  0.14
H  0.9458  0.7366  -1.9503  0.14
H  1.2561  -1.6333  -0.1762  0.17
H  -0.3838  -0.0955  2.3520  0.13
H  -1.6630  -0.9796  1.4066  0.13
H  -1.8271  0.9899  -0.2135  0.13
H  -0.5491  1.8761  0.7350  0.13

Cartesian forces, eV/Å:
-0.034 0.158 -0.108
0.245 -0.288 -0.062
0.354 -0.138 -0.359
-0.286 -0.433 0.813
-0.407 0.770 -0.180
-0.047 -0.024 0.083
0.034 -0.063 0.014
-0.022 0.077 -0.034
0.077 0.109 -0.069
-0.024 0.035 -0.151
-0.006 -0.142 -0.017
0.114 -0.061 0.071

[12]
Formula: C3H7N2O
Source: OMol25
Level of theory: ωB97M-V/def2-TZVPD

Summary:
Gap between HOMO and LUMO ... 10.87 eV
Strongest force on any atom ... 0.06738 hartree/bohr
Net charge ... +1
ΔE to the lowest compared entry with this formula, charge and spin ... 144.0 kJ/mol
E_tot ... -8244.647 eV
Highest occupied orbital energy ... -14.886 eV
2S+1 ... 1

Last column: Löwdin charge in e.
Element x y z (Å)
C  -1.4717  0.9000  -0.3733  -0.03
C  -1.6689  -0.3903  -0.5535  -0.05
N  -0.4328  -0.9578  -0.7237  0.12
C  0.4657  0.0548  -0.9463  -0.05
N  -0.1411  1.1885  -0.7309  0.12
H  -2.2054  1.6479  -0.1369  0.14
H  -2.5605  -0.8692  -0.8522  0.14
H  -0.2409  -1.7920  -0.2216  0.17
H  1.5668  0.0273  -0.8317  0.16
H  0.2201  2.1814  -0.5427  0.23
H  2.3174  0.1235  2.1168  0.07
H  1.8996  -1.4102  2.2410  0.11
O  2.2517  -0.7040  1.5550  -0.13

Cartesian forces, eV/Å:
-0.227 2.202 -0.981
0.179 -0.406 0.182
1.196 1.736 -1.587
1.603 -1.420 2.387
-1.710 2.550 1.605
0.087 0.324 -0.311
-0.884 -0.821 0.788
0.803 -1.225 -0.505
-0.869 -0.624 -0.622
-0.102 -2.341 -0.921
0.006 -1.450 -0.878
1.204 2.126 -2.041
-1.284 -0.651 2.884